Formula: C14H16ClMnN2O3Se3Te
Source: OMol25
Level of theory: the ωB97M-V functional and the def2-TZVPD basis

Last column: natural (NBO) charge in e.
Positions of all 41 atoms, in Å:
Mn -0.214997 0.269131 -0.182464  1.32
Se -1.452568 -1.710121 -1.057222  -0.62
Se 0.522593 -2.870214 -1.567691  -0.22
Te 1.721753 -1.124229 -2.916734  0.18
Se 2.090808 0.555877 -1.111112  -0.78
C -3.924690 1.823814 -3.747655  -0.62
C -4.663878 1.618841 -2.458075  -0.07
C -5.697339 0.705876 -2.350246  -0.21
C -6.338673 0.502181 -1.136452  -0.05
Cl -7.650307 -0.667288 -1.051076  -0.04
C -5.948777 1.181961 -0.006791  -0.22
C -4.908635 2.106890 -0.089559  -0.30
C -4.295142 2.334003 -1.312523  0.38
O -3.300408 3.245316 -1.494338  -0.49
C -2.769667 3.836986 -0.322111  -0.18
C -2.063466 2.808617 0.556583  0.77
O -2.208171 2.873938 1.781972  -0.72
O -1.388295 1.963424 -0.095959  -0.86
H -4.328854 1.172887 -4.521837  0.21
H -2.863515 1.603031 -3.627952  0.24
H -3.992385 2.857195 -4.090910  0.22
H -5.997164 0.130895 -3.216767  0.22
H -6.440282 0.990002 0.936791  0.22
H -4.574235 2.613039 0.804260  0.24
H -3.533943 4.375470 0.242161  0.18
H -2.015335 4.543515 -0.674459  0.21
C -1.175931 0.961706 5.313876  -0.64
C -0.474952 0.336726 4.153475  0.18
C 0.472214 -0.667494 4.087441  -0.36
C 0.749053 -0.826681 2.716315  0.19
N 0.016620 0.021873 2.007986  -0.41
N -0.723046 0.719792 2.896041  -0.34
C 1.673998 -1.791319 2.048803  -0.66
H -0.814253 0.521011 6.241706  0.22
H -2.253339 0.803575 5.264235  0.23
H -1.003013 2.036923 5.359326  0.23
H 0.894250 -1.216335 4.911670  0.22
H -1.324516 1.492426 2.556327  0.45
H 2.124862 -2.450197 2.790891  0.21
H 2.463551 -1.270790 1.502856  0.25
H 1.148973 -2.402355 1.314018  0.25

Atomic forces in eV per Å
Mn -0.19 0.30 0.34
Se -0.33 -0.25 -0.06
Se 0.03 -0.02 -0.13
Te 0.04 -0.19 -0.14
Se 0.35 0.26 0.05
C -0.01 0.01 -0.04
C -0.07 -0.07 0.01
C -0.02 -0.03 -0.05
C -0.14 -0.17 -0.08
Cl 0.19 0.19 0.01
C 0.04 0.06 0.10
C -0.20 -0.19 -0.07
C 0.20 0.12 -0.01
O -0.09 0.13 0.03
C 0.11 0.16 -0.23
C 0.06 -0.35 -0.32
O 0.13 -0.02 0.43
O 0.11 -0.10 0.16
H 0.01 -0.01 -0.01
H 0.01 -0.03 0.06
H -0.03 0.03 0.04
H 0.00 0.00 0.00
H 0.02 0.01 0.02
H -0.07 -0.02 0.01
H 0.01 -0.03 0.00
H -0.08 0.01 0.04
C 0.06 -0.07 0.10
C -0.10 0.09 0.07
C -0.04 0.06 -0.14
C 0.03 -0.21 0.01
N -0.08 0.19 0.03
N -0.03 0.15 -0.21
C 0.06 0.01 0.06
H 0.00 0.01 0.00
H -0.02 -0.02 -0.05
H 0.03 0.02 -0.05
H 0.02 -0.01 0.00
H 0.09 -0.07 -0.01
H 0.02 0.01 -0.01
H -0.03 0.02 0.04
H -0.07 0.02 0.02

## Properties
HOMO (alpha / beta)	-4.06 / -4.15	eV
net charge	-1
gap between HOMO and LUMO (alpha / beta)	6.69 / 6.74	eV
relative energy (zero: lowest compared OMol25 entry of this formula, charge and spin)	0.0	kJ/mol
2S+1	6

Formula: C14H16ClN7O4
Source: OMol25
Level of theory: the ωB97M-V functional and the def2-TZVPD basis

Last column: natural (NBO) charge in e.
Positions of all 42 atoms, in Å:
C 0.249126 0.123289 -3.594126  -0.24
H 1.078894 -0.522200 -3.292922  0.18
H 0.617004 0.947564 -4.201729  0.20
O -0.356148 0.725125 -2.469434  -0.42
N -0.903780 -0.270584 -1.645453  -0.23
C -1.550939 0.107763 -0.602093  0.37
N -2.233516 -0.867454 0.084414  -0.40
C -2.051038 -2.225544 -0.378016  -0.24
H -2.160462 -2.247013 -1.460939  0.24
H -2.834990 -2.833497 0.078174  0.20
C -0.640870 -2.725497 0.020083  -0.23
N -0.174762 -1.965676 1.168943  -0.44
C 0.829329 -1.045193 1.044136  0.30
C 0.778754 0.204759 1.693626  -0.31
C 1.742726 1.165283 1.513886  -0.12
C 2.823358 0.907667 0.676198  -0.04
C 2.967423 -0.352916 0.103320  -0.16
C 2.006708 -1.315335 0.306136  -0.13
Cl 2.365854 -2.905685 -0.294468  0.01
H 3.848121 -0.568213 -0.482465  0.26
N 3.786241 1.922687 0.407268  0.53
O 3.630594 3.007515 0.935413  -0.39
O 4.700540 1.653398 -0.349371  -0.39
H 1.663004 2.129316 1.990610  0.25
H -0.057487 0.443654 2.328013  0.22
C -1.243399 -1.764949 2.123454  -0.24
H -1.658696 -2.754321 2.334791  0.21
C -2.344194 -0.844063 1.527161  -0.23
H -2.263115 0.178765 1.886884  0.23
H -3.336190 -1.213855 1.802263  0.21
H -0.846659 -1.365880 3.056151  0.22
H -0.663266 -3.791281 0.266969  0.20
H 0.026477 -2.562862 -0.819754  0.24
C -1.707600 1.487765 -0.143060  -0.02
N -2.787327 1.902912 0.468388  -0.05
O -2.621631 3.191405 0.754719  -0.12
N -1.418486 3.639420 0.336989  -0.17
C -0.808216 2.622443 -0.226405  0.32
N 0.469337 2.653532 -0.658041  -0.81
H 0.874749 3.574667 -0.718152  0.41
H 0.683418 2.015224 -1.411811  0.42
H -0.478897 -0.462134 -4.159739  0.18

Atomic forces in eV per Å
C 0.05 -0.30 -0.08
H -0.03 0.02 -0.01
H 0.01 -0.02 -0.01
O -0.59 0.42 0.80
N 0.41 -0.46 -0.39
C 0.09 0.23 -0.60
N -0.31 -0.06 -0.09
C 0.03 -0.15 -0.15
H -0.04 -0.13 0.07
H 0.00 0.03 -0.01
C -0.14 -0.13 -0.35
N 0.07 -0.24 0.24
C 0.41 0.19 0.01
C -0.02 -0.21 -0.01
C 0.49 0.07 -0.14
C -0.93 -1.10 0.39
C 0.10 0.47 0.02
C -0.10 0.09 0.03
Cl 0.12 -0.10 0.02
H 0.00 -0.05 -0.01
N 0.43 0.43 -0.13
O 0.01 0.22 0.07
O 0.19 0.02 -0.12
H -0.04 0.03 0.01
H -0.14 0.01 0.04
C -0.10 0.10 0.10
H 0.03 0.06 0.06
C 0.07 0.04 0.40
H -0.01 -0.17 0.03
H 0.05 0.06 0.04
H -0.05 -0.06 0.01
H 0.01 0.01 -0.10
H -0.13 -0.08 0.13
C 0.11 1.23 0.13
N -0.09 -0.56 -0.32
O -0.28 -0.23 0.10
N 0.98 0.12 -0.44
C -1.07 -0.17 0.53
N 0.42 0.30 -0.25
H 0.06 -0.03 -0.02
H -0.07 0.07 -0.01
H 0.02 0.04 0.02

## Properties
HOMO	-8.48	eV
gap between HOMO and LUMO	8.05	eV
relative energy (zero: lowest compared OMol25 entry of this formula, charge and spin)	0.0	kJ/mol
SMILES string	CO/N=C(\c1nonc1N)N1CCN(c2ccc([N+](=O)[O-])cc2Cl)CC1

Formula: C14H16F5O4RuS
Source: OMol25
Level of theory: the ωB97M-V functional and the def2-TZVPD basis

Last column: natural (NBO) charge in e.
Positions of all 41 atoms, in Å:
Ru -0.398939 -0.221524 0.899888  1.30
C -1.131300 -3.081520 1.512543  -0.10
C -0.910628 -3.222917 0.047648  -0.09
O -0.962422 -1.897305 -0.556390  -0.58
C -0.246987 -1.802337 -1.819786  -0.09
C 0.982656 -0.885000 -1.681523  -0.10
O 1.380963 -0.951368 -0.305564  -0.57
C 2.513261 -0.165758 0.131845  -0.10
C 2.672594 -0.487539 1.582962  -0.09
O 1.436864 -0.163321 2.278487  -0.58
C 1.184670 -0.955057 3.475971  -0.09
C -0.104010 -1.712352 3.274142  -0.11
O -0.006705 -2.307777 1.982246  -0.56
H -2.062897 -2.557758 1.730176  0.20
H -1.158571 -4.057542 1.992240  0.24
H 0.075008 -3.648508 -0.130301  0.21
H -1.674063 -3.852382 -0.403114  0.23
H 0.045982 -2.800890 -2.128587  0.22
H -0.926289 -1.406338 -2.557090  0.23
H 1.792119 -1.236247 -2.318654  0.23
H 0.754387 0.150914 -1.946436  0.18
H 3.411989 -0.452620 -0.413196  0.23
H 2.309014 0.892603 -0.035928  0.20
H 2.857086 -1.554650 1.689423  0.21
H 3.492798 0.075160 2.021241  0.23
H 2.013791 -1.641048 3.634698  0.22
H 1.108647 -0.285479 4.327339  0.23
H -0.285717 -2.415234 4.086504  0.24
H -0.967117 -1.025468 3.285991  0.17
F -1.754970 5.035278 -4.226213  -0.21
C -1.599792 4.342554 -3.151352  0.44
C -1.739630 2.989774 -3.224706  0.23
F -2.038611 2.426714 -4.408826  -0.25
C -1.573249 2.281579 -2.102348  0.41
F -1.716707 0.988581 -2.112058  -0.27
C -1.243966 2.923614 -0.806380  -0.31
S -1.106913 2.121631 0.631858  0.03
C -1.124044 4.303567 -0.783603  0.39
F -0.839493 4.919771 0.364696  -0.26
C -1.287817 5.018669 -1.914698  0.30
F -1.170989 6.317529 -1.923144  -0.23

Atomic forces in eV per Å
Ru 0.25 -0.57 -0.59
C 0.16 0.12 0.36
C -0.04 0.08 -0.43
O 0.21 -0.01 -0.11
C 0.14 -0.07 0.40
C -0.06 -0.05 0.14
O 0.06 0.19 0.10
C -0.17 -0.03 -0.33
C -0.12 -0.10 0.36
O -0.05 -0.16 0.03
C 0.20 0.11 -0.18
C -0.27 0.25 0.14
O -0.29 0.06 -0.05
H -0.15 0.08 0.06
H 0.05 -0.09 0.07
H 0.07 -0.05 -0.04
H -0.07 -0.03 -0.08
H 0.05 -0.08 0.04
H -0.23 0.11 -0.22
H 0.05 -0.01 -0.07
H -0.02 0.03 0.01
H 0.03 -0.03 -0.05
H 0.00 0.11 -0.05
H 0.04 -0.08 0.05
H 0.07 0.08 0.04
H 0.04 -0.01 -0.02
H 0.02 0.09 0.07
H 0.13 -0.27 -0.07
H -0.10 0.09 0.04
F -0.01 0.45 -0.25
C 0.39 2.13 0.98
C -0.49 -1.12 -1.93
F 0.26 0.32 1.10
C 0.60 0.41 2.58
F -0.06 -1.04 0.05
C -0.59 -1.82 -1.99
S 0.14 -0.23 1.27
C 0.27 1.17 1.03
F -0.18 -0.34 -0.76
C -0.32 0.11 -1.58
F 0.00 0.22 -0.13

## Properties
HOMO (alpha / beta)	-15.31 / -16.09	eV
net charge	+2
gap between HOMO and LUMO (alpha / beta)	9.28 / 6.39	eV
relative energy (zero: lowest compared OMol25 entry of this formula, charge and spin)	52.5	kJ/mol
2S+1	6